The following is a DFT calculation (the ωB97M-V functional and the def2-TZVPD basis) of a molecular structure, C42H37AsN3OsS2.

Geometry as ORCA input:
```
! RIJCOSX wB97M-V def2-TZVPD def2/J DEFGRID3
* xyz 1 1
Os 1.1368 -0.3053 0.2451
C 3.8344 1.0321 0.6984
N 2.9076 0.1045 1.4050
C 3.5623 -1.2289 1.5668
C 3.6222 -1.9445 0.2198
N 2.3036 -1.9193 -0.5556
C 2.6482 -1.6273 -1.9668
C 1.6209 -3.2041 -0.3829
C 1.8856 -4.3011 -1.1873
C 1.2419 -5.5074 -0.9491
C 0.3520 -5.6161 0.1123
C 0.1097 -4.5259 0.9331
C 0.7489 -3.3097 0.7005
S 0.4521 -1.9258 1.7537
C 2.5048 0.7322 2.6603
C 3.1126 0.4732 3.8645
C 2.6942 1.1397 5.0174
C 1.6810 2.0757 4.9441
C 1.0624 2.3495 3.7205
C 1.4570 1.6745 2.5878
S 0.6459 1.8282 0.9628
H 4.7764 1.1101 1.2457
H 3.3793 2.0173 0.6330
H 4.0278 0.6674 -0.3089
H 2.9737 -1.8018 2.2752
H 4.5840 -1.1124 1.9415
H 3.9126 -2.9814 0.3843
H 4.3810 -1.4886 -0.4149
H 3.4304 -2.2942 -2.3349
H 3.0164 -0.6027 -2.0285
H 1.7687 -1.7218 -2.5932
H 2.5762 -4.2313 -2.0188
H 1.4355 -6.3547 -1.5930
H -0.1610 -6.5515 0.2946
H -0.5938 -4.5991 1.7533
H 3.9107 -0.2547 3.9284
H 3.1684 0.9206 5.9641
H 1.3536 2.5996 5.8318
H 0.2725 3.0826 3.6812
C -0.9124 2.6697 1.3617
C -0.7687 4.1480 1.6256
C -1.4482 4.7259 2.6931
C -1.3688 6.0882 2.9263
C -0.6008 6.8872 2.0849
C 0.0733 6.3188 1.0073
C -0.0158 4.9571 0.7801
C -0.5057 8.3042 2.3289
N -0.4294 9.4337 2.5239
H -1.4955 2.5111 0.4568
H -1.4024 2.1380 2.1776
H -2.0519 4.1072 3.3475
H -1.8985 6.5369 3.7555
H 0.6582 6.9487 0.3510
H 0.5043 4.5204 -0.0635
C -4.1785 -3.9359 0.3371
C -3.6461 -4.0660 -0.9362
C -2.6701 -3.1784 -1.3752
C -2.2198 -2.1671 -0.5370
C -2.7586 -2.0380 0.7417
C -3.7386 -2.9164 1.1731
As -0.9023 -0.8702 -1.1442
C -0.7447 -1.2354 -3.0276
C -0.1473 -2.3184 -3.6534
C -0.0852 -2.3603 -5.0407
C -0.6060 -1.3135 -5.7901
C -1.2324 -0.2441 -5.1668
C -1.3254 -0.2054 -3.7804
C -2.1065 0.7803 -3.0004
C -2.9002 1.7882 -3.5339
C -3.7348 2.5193 -2.7006
C -3.8093 2.2283 -1.3451
C -3.0002 1.2361 -0.8027
C -2.1245 0.5473 -1.6224
H -4.9398 -4.6245 0.6801
H -3.9907 -4.8537 -1.5932
H -2.2735 -3.2762 -2.3756
H -2.4008 -1.2608 1.4044
H -4.1594 -2.8111 2.1649
H 0.2555 -3.1341 -3.0650
H 0.3650 -3.2109 -5.5363
H -0.5440 -1.3419 -6.8702
H -1.6668 0.5459 -5.7666
H -2.8961 1.9889 -4.5977
H -4.3601 3.2973 -3.1185
H -4.5091 2.7625 -0.7155
H -3.0842 0.9759 0.2459
*
```

Summary:
calculated total energy	-4909.58305	a.u.
E_HOMO	-9.652	eV

***

The following is a DFT calculation (the ωB97M-V functional and the def2-TZVPD basis) of 2 unconnected molecules or ions with the total composition C8H11N2O3.

Geometry as ORCA input:
```
! RIJCOSX wB97M-V def2-TZVPD def2/J DEFGRID3
* xyz -1 1
C 1.9830 -1.1996 0.0815
C 2.0865 0.1577 -0.0593
C 0.8751 -1.4441 0.9192
C -1.7518 2.0069 0.5556
C 3.0781 1.0893 -0.7302
C -1.8638 -1.7332 -0.5531
C -2.0937 -0.2683 -0.6794
C -1.8596 0.4688 0.6104
N 1.0989 0.7768 0.6927
N 0.3584 -0.1275 1.2307
O -0.7811 2.7531 0.3555
O 0.4226 -2.4871 1.3526
O -2.9557 2.2634 0.6936
H 2.6511 -1.9214 -0.2774
H 4.0706 0.8317 -0.2356
H 2.8873 2.0722 -0.4246
H 3.1784 0.8720 -1.7939
H -1.6080 -2.0640 -1.5051
H -1.0766 -1.9301 0.0505
H -2.7824 -2.1368 -0.1209
H -1.3339 0.2451 -1.3567
H -3.1541 -0.0538 -1.0578
H -2.1591 0.0935 1.6461
H 0.7298 1.7355 0.6058
*
```

Summary:
calculated total energy	-646.62599	a.u.
energy above the lowest of the compared OMol25 structures with the same formula, charge and spin	417.8	kJ/mol
E_HOMO (alpha / beta)	-3.242 / -3.241	eV

***

The following is a DFT calculation (the ωB97M-V functional and the def2-TZVPD basis) of 2 unconnected molecules or ions with the total composition C5H12Cl2N2O3S.

Geometry as ORCA input:
```
! RIJCOSX wB97M-V def2-TZVPD def2/J DEFGRID3
* xyz 0 1
C -1.4796 2.6624 -3.3529
C -0.5764 -2.0590 1.7680
C 1.8502 -2.0222 1.5688
C -0.0626 0.7799 -0.8190
C -2.0879 3.7723 -2.5518
N 0.8654 0.3110 0.0071
N 0.6811 -1.4148 2.1141
O -0.6174 0.7120 1.9991
O 1.8793 0.8820 2.4459
O -1.2706 1.0124 -0.4510
S 0.7487 0.2238 1.8000
Cl -1.4382 5.3352 -2.9242
Cl -3.9070 3.9107 -2.7427
H -0.4729 2.4462 -2.9030
H -1.3908 3.0385 -4.3597
H -2.0861 1.8492 -3.2608
H -0.6371 -2.9030 2.4798
H -1.4243 -1.4646 1.9597
H -0.3564 -2.4894 0.7939
H 1.7508 -3.0625 1.9998
H 2.0295 -2.1265 0.4036
H 2.7647 -1.6071 2.0220
H -1.9285 3.5554 -1.5219
H 1.7667 0.0498 -0.4188
H -1.4531 0.8728 0.5973
*
```

Summary:
calculated total energy	-1851.39489	a.u.
E_HOMO	-8.570	eV

***

The following is a DFT calculation (the ωB97M-V functional and the def2-TZVPD basis) of a single C2H6N4O2 molecule.

Geometry as ORCA input:
```
! RIJCOSX wB97M-V def2-TZVPD def2/J DEFGRID3
* xyz 0 1
N 2.5964 0.9627 -0.3599
N 1.2252 0.8712 0.2849
C 0.9446 -0.5670 0.1280
O 1.7801 -1.5573 -0.0794
N -0.4646 -0.6530 0.2900
C -1.7804 -0.0458 -0.0594
N -1.7527 1.3204 -0.0723
O -2.7710 -0.6746 -0.2144
H 3.0038 -0.1818 -0.3556
H 3.1861 1.3373 0.4597
H 0.4686 1.2121 -0.2833
H -0.9072 -1.5689 0.3449
H -2.8109 1.7007 -0.1104
H -1.2286 1.5233 0.8844
*
```

Summary:
calculated total energy	-449.23511	a.u.
SMILES string	NNC(=O)NC(N)=O
energy above the lowest of the compared OMol25 structures with the same formula, charge and spin	226.0	kJ/mol
E_HOMO	-9.858	eV